Entry 1:
Here is one molecule with the formula C23H17F3N4O2 at a distorted geometry from the Open Molecules 2025 dataset. Energies are from the ωB97M-V functional and the def2-TZVPD basis.

The maximum force comes out at 0.0527 hartree/bohr. Its total energy is -1555.7934 Eh. As for the multiplicity: 1. Its HOMO-LUMO gap is 8.35 eV. The energy above the lowest of the compared OMol25 structures with the same formula, charge and spin is 0.000 eV. Its SMILES is CC1=Nc2nc3ccccc3n2[C@H](c2ccco2)[C@H]1C(=O)Nc1ccc(C(F)(F)F)cc1.

Each line ends with the Löwdin charge.
Geometry (Å):
1 C -1.60331 3.34322 1.70283  0.00
2 C -1.21286 1.93485 1.30977  -0.23
3 N -2.18015 1.16503 0.86766  0.20
4 C -1.89284 -0.16849 0.70450  -0.38
5 N -2.72075 -0.97046 0.05983  0.20
6 C -2.08293 -2.20319 0.15075  -0.24
7 C -2.52309 -3.45366 -0.27949  -0.01
8 C -1.70832 -4.58552 -0.06306  -0.08
9 C -0.46594 -4.42758 0.60592  -0.09
10 C 0.00524 -3.17670 1.02665  -0.01
11 C -0.84665 -2.06739 0.81024  -0.17
12 N -0.73489 -0.75207 1.17551  0.04
13 C 0.25792 -0.04582 1.98440  -0.11
14 C -0.16205 -0.16269 3.44937  -0.22
15 C -1.39544 -0.38595 3.96037  0.01
16 C -1.20086 -0.30312 5.38002  -0.05
17 C 0.09952 0.04807 5.59379  -0.12
18 O 0.77368 0.11155 4.42018  0.05
19 C 0.21047 1.46001 1.60229  -0.09
20 C 0.97838 1.77664 0.31796  -0.42
21 O 1.57320 2.81038 0.24004  0.11
22 N 0.85829 0.91468 -0.75268  0.16
23 C 1.34894 1.01019 -2.05731  -0.21
24 C 2.46011 1.75863 -2.46250  0.00
25 C 2.79945 1.80314 -3.82943  0.01
26 C 2.05950 1.07017 -4.81940  -0.11
27 C 2.40232 1.09379 -6.32186  -0.52
28 F 2.16880 -0.16000 -6.79073  0.12
29 F 1.59463 1.94411 -6.99945  0.13
30 F 3.70589 1.45880 -6.54409  0.11
31 C 0.98505 0.35338 -4.35536  -0.03
32 C 0.64485 0.28431 -3.01271  0.00
33 H -1.05201 4.05678 1.10819  0.08
34 H -2.65421 3.51598 1.56027  0.08
35 H -1.37397 3.46147 2.77765  0.10
36 H -3.47081 -3.53799 -0.79194  0.11
37 H -2.06237 -5.55304 -0.37901  0.09
38 H 0.14510 -5.31331 0.78143  0.10
39 H 0.94903 -3.09403 1.55658  0.10
40 H 1.25988 -0.52903 1.86202  0.18
41 H -2.32661 -0.59214 3.48291  0.12
42 H -1.93379 -0.46530 6.17037  0.11
43 H 0.54131 0.20219 6.57257  0.12
44 H 0.66387 2.03744 2.40957  0.16
45 H 0.23619 0.13572 -0.58530  0.12
46 H 2.95832 2.41305 -1.76356  0.10
47 H 3.70312 2.41544 -4.09264  0.13
48 H 0.38248 -0.23251 -5.03296  0.12
49 H -0.16167 -0.39905 -2.71020  0.13


Entry 2:
Here is C23H17FN5O6RuS as an isolated structure at a distorted geometry from the Open Molecules 2025 dataset. Energies are from the ωB97M-V functional and the def2-TZVPD basis.

The maximum force comes out at 0.0645 hartree/bohr. Its total energy is -2204.7440 Eh. As for the multiplicity: 2. Its HOMO-LUMO gap (spin up / spin down) is 4.50 / 4.65 eV. The expectation value of S² is 0.77. The energy above the lowest of the compared OMol25 structures with the same formula, charge and spin is 3.273 eV.

Each line ends with the Löwdin charge.
Geometry (Å):
1 Ru 0.63212 0.58050 0.42414  1.27
2 O 3.89825 -2.56011 -1.24256  0.13
3 C 3.05208 -1.62413 -0.78194  -0.31
4 O 1.73768 -1.87385 -0.88784  0.02
5 C 3.57346 -0.39964 -0.31906  -0.19
6 C 4.95318 -0.15089 -0.46953  0.01
7 C 5.49487 1.02221 0.00837  -0.05
8 C 4.67814 1.94009 0.64917  0.01
9 C 3.32946 1.64024 0.76859  -0.20
10 N 2.77329 0.52039 0.29659  0.03
11 C 2.37484 2.57925 1.48875  -0.60
12 O 2.80125 3.61186 1.96243  0.07
13 O 1.15622 2.15363 1.54640  -0.19
14 H 3.39795 -3.23220 -1.72427  0.14
15 H 5.55662 -0.89154 -0.97091  0.12
16 H 6.55106 1.22227 -0.11472  0.11
17 H 5.03278 2.87219 1.06200  0.12
18 N -4.20445 4.97239 -0.88977  0.10
19 C -3.45853 3.84101 -1.16839  -0.32
20 C -4.08864 2.64472 -1.52424  -0.03
21 C -3.34413 1.52646 -1.84352  -0.07
22 C -1.95359 1.59193 -1.81236  -0.32
23 C -1.31637 2.78149 -1.47350  -0.07
24 C -2.06332 3.89710 -1.15319  -0.02
25 S -1.00104 0.16083 -2.13927  0.59
26 O 0.31804 0.58064 -2.56618  -0.34
27 O -1.76242 -0.70712 -2.98883  -0.30
28 N -0.73495 -0.51568 -0.65695  -0.23
29 C -1.65968 -0.50015 0.37987  -0.47
30 N -2.94287 -0.80678 0.30329  0.16
31 C -3.62269 -0.71494 1.45028  -0.10
32 C -3.05850 -0.30640 2.65165  -0.04
33 C -1.71816 0.03038 2.62702  -0.08
34 N -1.02536 -0.09140 1.50639  -0.01
35 H -5.16469 4.83067 -0.62766  0.09
36 H -3.74425 5.69995 -0.37018  0.09
37 H -5.17103 2.60135 -1.55785  0.11
38 H -3.82798 0.60120 -2.12278  0.11
39 H -0.23627 2.83197 -1.47176  0.10
40 H -1.56550 4.82319 -0.89241  0.12
41 H -4.67362 -0.97519 1.39581  0.11
42 H -3.63755 -0.23746 3.55963  0.10
43 H -1.18639 0.40057 3.49449  0.13
44 F -0.51376 -6.10796 1.73810  0.06
45 C 0.06110 -5.07290 1.09252  -0.28
46 C -0.43902 -4.69513 -0.13823  0.01
47 C 0.15251 -3.63078 -0.80328  0.01
48 C 1.21714 -2.97916 -0.20800  -0.26
49 C 1.71273 -3.35935 1.02592  0.01
50 C 1.12707 -4.43011 1.68746  0.01
51 H -1.27798 -5.22680 -0.56512  0.13
52 H -0.21362 -3.28753 -1.76043  0.13
53 H 2.54033 -2.82242 1.47241  0.13
54 H 1.48422 -4.75884 2.65348  0.12


Entry 3:
Here is C23H17HgN6 as an isolated structure at a distorted geometry from the Open Molecules 2025 dataset. Energies are from the ωB97M-V functional and the def2-TZVPD basis.

The maximum force comes out at 0.0264 hartree/bohr. Its total energy is -1368.6224 Eh. As for the multiplicity: 2. Its HOMO-LUMO gap (spin up / spin down) is 4.71 / 8.43 eV. The expectation value of S² is 0.78. The energy above the lowest of the compared OMol25 structures with the same formula, charge and spin is 0.209 eV.

Each line ends with the Löwdin charge.
Geometry (Å):
1 Hg -0.02290 -0.60430 -0.18670  1.04
2 C 4.59750 -0.14520 -0.25360  -0.06
3 C 4.76650 1.21930 0.00360  -0.06
4 C 3.66650 2.04370 -0.02210  -0.01
5 C 2.39070 1.50990 -0.26120  -0.20
6 N 2.24370 0.18020 -0.49100  0.02
7 C 3.31950 -0.59620 -0.50570  -0.16
8 C 1.17260 2.30640 -0.22540  -0.24
9 C 1.18900 3.68820 -0.08480  -0.03
10 C -0.01150 4.38100 0.00320  -0.08
11 C -1.20620 3.68470 -0.04980  -0.02
12 C -1.19250 2.29990 -0.19790  -0.25
13 N -0.00550 1.62960 -0.29920  -0.01
14 C -2.40130 1.50070 -0.18900  -0.24
15 C -3.69420 2.04070 -0.07980  -0.04
16 C -4.78530 1.21480 0.02340  -0.08
17 C -4.59370 -0.17440 -0.00140  -0.08
18 C -3.30420 -0.63910 -0.14780  -0.16
19 N -2.23950 0.14890 -0.23900  -0.02
20 H 5.43630 -0.82310 -0.24950  0.10
21 H 5.74550 1.61550 0.22680  0.11
22 H 3.79040 3.09640 0.16450  0.10
23 H 3.13710 -1.64080 -0.73200  0.11
24 H 2.11610 4.23670 -0.04660  0.10
25 H -0.01090 5.45190 0.12840  0.10
26 H -2.13480 4.22460 0.03420  0.10
27 H -3.83680 3.10870 -0.07210  0.10
28 H -5.77890 1.62540 0.12820  0.10
29 H -5.42380 -0.85740 0.08550  0.09
30 H -3.09770 -1.70240 -0.18660  0.10
31 N 0.03010 -3.86460 -0.29000  -0.05
32 C 0.01540 -2.71620 -0.32420  -0.44
33 N -0.40350 0.36060 4.40240  0.13
34 C -0.76790 0.48300 3.10220  -0.14
35 N -0.03410 -0.22990 2.29690  0.06
36 C 0.88180 -0.87470 3.09690  -0.23
37 C 1.90100 -1.75790 2.76490  -0.02
38 C 2.66290 -2.26510 3.79370  -0.08
39 C 2.42440 -1.91300 5.12490  -0.09
40 C 1.42070 -1.03420 5.47670  -0.02
41 C 0.65520 -0.51480 4.44190  -0.20
42 H -0.84850 0.79750 5.19390  0.16
43 H -1.57820 1.11420 2.78340  0.13
44 H 2.06790 -2.02970 1.73390  0.08
45 H 3.45810 -2.96150 3.57320  0.10
46 H 3.04340 -2.34360 5.89670  0.10
47 H 1.22910 -0.77320 6.50650  0.11


Entry 4:
Here is one molecule with the formula C23H17N3O2 at a distorted geometry from the Open Molecules 2025 dataset. Energies are from the ωB97M-V functional and the def2-TZVPD basis.

The maximum force comes out at 0.0912 hartree/bohr. Its total energy is -1201.2611 Eh. As for the multiplicity: 1. Its HOMO-LUMO gap is 8.31 eV. The energy above the lowest of the compared OMol25 structures with the same formula, charge and spin is 2.698 eV. Its SMILES is [H]/N=c1/c2c(-c3ccccc3)c(-c3ccccc3)oc2ncn1Cc1ccco1.

Each line ends with the Löwdin charge.
Geometry (Å):
1 H -0.59180 -0.23244 3.42665  0.04
2 N -0.53144 0.02415 2.42524  0.16
3 C 0.59243 -0.14744 1.86558  -0.33
4 C 0.88744 0.19072 0.48551  -0.06
5 C 0.13225 0.76708 -0.54318  -0.04
6 C -1.30152 1.25932 -0.40022  -0.15
7 C -2.27703 0.52293 -1.02409  -0.08
8 C -3.60696 0.78553 -1.02664  -0.04
9 C -3.92373 2.03728 -0.36465  -0.07
10 C -2.97664 2.73828 0.39592  -0.11
11 C -1.64438 2.40257 0.39166  -0.03
12 C 0.97099 0.77751 -1.67898  -0.09
13 C 0.52520 1.27272 -3.02715  -0.15
14 C 0.11027 2.61127 -3.17321  -0.04
15 C -0.17428 3.19330 -4.40507  -0.06
16 C 0.04066 2.40437 -5.59842  -0.07
17 C 0.37910 1.01956 -5.47420  -0.06
18 C 0.60589 0.49909 -4.16656  -0.03
19 O 2.20941 0.35904 -1.22178  0.11
20 C 2.18041 0.05544 0.11546  -0.23
21 N 3.17610 -0.51115 0.88118  0.16
22 C 2.88205 -0.79606 2.09485  -0.14
23 N 1.59325 -0.70402 2.63000  -0.01
24 C 1.40391 -1.34182 3.96040  -0.05
25 C 1.13083 -2.84603 3.72094  -0.22
26 C 1.40167 -3.61574 2.55415  0.02
27 C 0.75707 -4.94018 2.87776  -0.04
28 C 0.38789 -4.89498 4.21503  -0.09
29 O 0.60259 -3.61526 4.75467  0.01
30 H -2.01941 -0.34399 -1.44445  0.08
31 H -4.39920 0.12435 -1.38999  0.11
32 H -4.92426 2.40505 -0.30701  0.08
33 H -3.35542 3.50698 1.12714  0.12
34 H -0.87580 2.98919 0.86862  0.11
35 H 0.16050 3.29539 -2.40244  0.09
36 H -0.49666 4.28485 -4.42361  0.12
37 H -0.28005 2.74820 -6.59822  0.10
38 H 0.57184 0.44010 -6.33150  0.08
39 H 1.09245 -0.44591 -3.94110  0.12
40 H 3.61775 -1.40516 2.51824  0.12
41 H 0.62771 -0.86327 4.61135  0.13
42 H 2.39699 -1.30345 4.48246  0.14
43 H 2.07999 -3.27474 1.72970  0.11
44 H 0.85108 -5.67999 2.15498  0.07
45 H 0.01084 -5.75261 4.65500  0.09


Which value of multiplicity does entry 3 give? 2


Repeat the fourth record exactly.
Here is one molecule with the formula C23H17N3O2 at a distorted geometry from the Open Molecules 2025 dataset. Energies are from the ωB97M-V functional and the def2-TZVPD basis.

The maximum force comes out at 0.0912 hartree/bohr. Its total energy is -1201.2611 Eh. As for the multiplicity: 1. Its HOMO-LUMO gap is 8.31 eV. The energy above the lowest of the compared OMol25 structures with the same formula, charge and spin is 2.698 eV. Its SMILES is [H]/N=c1/c2c(-c3ccccc3)c(-c3ccccc3)oc2ncn1Cc1ccco1.

Each line ends with the Löwdin charge.
Geometry (Å):
1 H -0.59180 -0.23244 3.42665  0.04
2 N -0.53144 0.02415 2.42524  0.16
3 C 0.59243 -0.14744 1.86558  -0.33
4 C 0.88744 0.19072 0.48551  -0.06
5 C 0.13225 0.76708 -0.54318  -0.04
6 C -1.30152 1.25932 -0.40022  -0.15
7 C -2.27703 0.52293 -1.02409  -0.08
8 C -3.60696 0.78553 -1.02664  -0.04
9 C -3.92373 2.03728 -0.36465  -0.07
10 C -2.97664 2.73828 0.39592  -0.11
11 C -1.64438 2.40257 0.39166  -0.03
12 C 0.97099 0.77751 -1.67898  -0.09
13 C 0.52520 1.27272 -3.02715  -0.15
14 C 0.11027 2.61127 -3.17321  -0.04
15 C -0.17428 3.19330 -4.40507  -0.06
16 C 0.04066 2.40437 -5.59842  -0.07
17 C 0.37910 1.01956 -5.47420  -0.06
18 C 0.60589 0.49909 -4.16656  -0.03
19 O 2.20941 0.35904 -1.22178  0.11
20 C 2.18041 0.05544 0.11546  -0.23
21 N 3.17610 -0.51115 0.88118  0.16
22 C 2.88205 -0.79606 2.09485  -0.14
23 N 1.59325 -0.70402 2.63000  -0.01
24 C 1.40391 -1.34182 3.96040  -0.05
25 C 1.13083 -2.84603 3.72094  -0.22
26 C 1.40167 -3.61574 2.55415  0.02
27 C 0.75707 -4.94018 2.87776  -0.04
28 C 0.38789 -4.89498 4.21503  -0.09
29 O 0.60259 -3.61526 4.75467  0.01
30 H -2.01941 -0.34399 -1.44445  0.08
31 H -4.39920 0.12435 -1.38999  0.11
32 H -4.92426 2.40505 -0.30701  0.08
33 H -3.35542 3.50698 1.12714  0.12
34 H -0.87580 2.98919 0.86862  0.11
35 H 0.16050 3.29539 -2.40244  0.09
36 H -0.49666 4.28485 -4.42361  0.12
37 H -0.28005 2.74820 -6.59822  0.10
38 H 0.57184 0.44010 -6.33150  0.08
39 H 1.09245 -0.44591 -3.94110  0.12
40 H 3.61775 -1.40516 2.51824  0.12
41 H 0.62771 -0.86327 4.61135  0.13
42 H 2.39699 -1.30345 4.48246  0.14
43 H 2.07999 -3.27474 1.72970  0.11
44 H 0.85108 -5.67999 2.15498  0.07
45 H 0.01084 -5.75261 4.65500  0.09


What is the formula in the fourth record? C23H17N3O2


Which of these has the highest maximum force? C23H17N3O2